Entry 1:
# C4H11N3O2

2 unconnected molecules or ions with the total composition C4H11N3O2 (ωB97M-V with the def2-TZVPD basis set, the Open Molecules 2025 dataset).

The geometry in XYZ format:
```
20
C4H11N3O2 ωB97M-V with the def2-TZVPD basis set
O 0.44 -0.57 -2.40
O 1.58 -2.41 -2.88
N -2.26 -0.07 -0.29
N -1.57 1.14 1.68
N -0.27 1.16 -0.20
C -0.91 0.40 2.74
C 1.53 -1.35 -2.33
C 2.52 -0.88 -1.27
C -1.46 0.70 0.32
H -0.14 2.09 0.18
H 0.07 0.95 -1.12
H 3.25 -0.16 -1.66
H 3.01 -1.70 -0.77
H -1.25 -0.56 3.09
H -0.97 1.10 3.60
H 0.17 0.40 2.55
H -0.23 -1.04 -2.89
H -2.50 1.47 1.87
H -3.03 -0.38 0.29
H 2.02 -0.29 -0.51
```

As for the LUMO energy: 0.8 eV. Its gap between HOMO and LUMO is 9.768 eV. The spin multiplicity is 1. Its SMILES is [H]/N=C(/N)NC.CC(=O)O. The calculation puts the energy above the lowest of the compared OMol25 structures with the same formula, charge and spin at 109.8 kJ/mol. The value obtained for the calculated total energy is -473.760943 Ha. The molecular weight comes out at 133.15 g mol⁻¹.

Entry 2:
# C6H17N2O5Zr

A molecular structure, C6H17N2O5Zr (ωB97M-V with the def2-TZVPD basis set, the Open Molecules 2025 dataset).

The geometry in XYZ format:
```
31
C6H17N2O5Zr ωB97M-V with the def2-TZVPD basis set
Zr 29.93 29.36 -5.41
O 28.91 30.97 -4.95
O 30.06 29.73 -7.35
O 31.71 30.28 -5.20
O 35.14 32.07 -9.99
O 26.91 32.27 -8.91
N 32.88 31.64 -9.94
N 28.47 33.82 -8.26
C 28.07 34.83 -9.20
C 27.88 32.59 -8.28
C 29.34 34.19 -7.18
C 31.58 32.14 -10.17
C 34.02 32.32 -10.36
C 33.02 30.50 -9.13
H 27.54 34.39 -10.03
H 28.27 31.68 -5.05
H 30.27 33.61 -7.13
H 29.57 35.25 -7.25
H 33.99 30.02 -9.19
H 27.38 35.54 -8.72
H 31.61 32.88 -10.97
H 32.28 29.74 -9.41
H 30.95 31.33 -10.56
H 28.37 31.87 -7.59
H 28.93 35.35 -9.62
H 31.09 32.53 -9.27
H 31.88 30.60 -6.11
H 29.66 29.83 -8.22
H 33.74 33.08 -11.11
H 32.90 30.62 -8.03
H 28.90 34.01 -6.19
```

As for the LUMO energy: -6.5 eV. The charge is +1. Its gap between HOMO and LUMO is 5.278 eV. The spin multiplicity is 1. The value obtained for the calculated total energy is -771.355463 Ha. The molecular weight comes out at 288.43 g mol⁻¹.

Entry 3:
# C40H112O16

16 unconnected molecules or ions with the total composition C40H112O16 (ωB97M-V with the def2-TZVPD basis set, the Open Molecules 2025 dataset).

The geometry in XYZ format:
```
168
C40H112O16 ωB97M-V with the def2-TZVPD basis set
O -20.52 3.38 12.90
O -13.05 5.56 3.76
O -18.28 -1.42 6.72
O -23.30 5.85 10.92
O -20.75 -3.96 8.90
O -12.53 0.16 9.17
O -18.76 6.82 5.76
O -21.85 3.50 10.51
O -16.14 -2.44 14.20
O -20.89 1.65 15.01
O -14.81 1.79 9.49
O -13.00 5.47 17.27
O -12.56 5.40 10.97
O -12.02 -3.21 13.01
O -11.99 -0.82 11.67
O -16.26 0.93 7.08
C -15.59 1.32 10.59
C -18.20 4.77 6.87
C -21.62 3.06 9.20
C -9.95 -0.29 12.48
C -18.97 1.14 16.44
C -11.55 1.58 12.36
C -12.30 4.54 16.41
C -19.88 4.57 13.37
C -12.37 -0.35 7.88
C -14.85 6.39 10.98
C -11.03 0.20 7.25
C -20.64 -2.40 10.64
C -22.92 6.71 9.85
C -15.86 1.20 5.76
C -11.74 -4.10 11.98
C -16.27 -2.69 7.30
C -19.11 5.29 12.22
C -13.91 6.39 4.48
C -13.11 4.24 15.17
C -23.57 6.19 8.52
C -15.37 6.33 4.01
C -21.02 5.48 13.92
C -13.94 5.20 10.72
C -19.58 1.26 15.09
C -11.37 0.03 12.61
C -11.98 3.17 17.19
C -12.64 -1.83 8.12
C -16.28 -1.32 15.03
C -21.46 6.89 9.69
C -16.69 2.42 10.82
C -21.13 -3.82 10.26
C -12.99 -4.05 11.07
C -14.03 4.83 9.25
C -15.67 -0.09 14.35
C -17.80 -2.63 7.17
C -15.78 -1.55 16.40
C -19.19 5.45 5.95
C -20.47 2.06 9.30
C -14.98 2.40 5.75
C -13.81 5.96 5.96
H -11.43 2.46 16.56
H -16.42 0.70 14.36
H -19.39 0.25 16.91
H -17.01 2.88 9.88
H -19.14 1.98 17.12
H -21.35 7.60 8.87
H -15.89 7.09 4.58
H -11.32 3.51 17.99
H -11.69 -0.16 13.64
H -21.55 4.97 14.72
H -16.77 1.40 5.19
H -15.30 1.48 8.72
H -16.10 -0.72 17.04
H -19.26 4.85 5.05
H -15.31 3.23 6.38
H -13.01 0.97 9.01
H -12.25 6.22 10.57
H -13.54 -2.04 8.70
H -18.15 5.24 7.85
H -11.31 0.40 6.22
H -16.21 3.28 11.28
H -22.65 4.03 10.48
H -21.38 3.95 8.62
H -10.27 -0.57 7.36
H -13.91 -4.40 11.53
H -12.91 5.94 2.89
H -15.91 -3.70 7.51
H -20.13 5.47 6.50
H -18.04 -3.45 6.48
H -13.98 2.15 6.11
H -12.71 -2.45 7.22
H -13.60 7.43 4.51
H -11.94 -0.34 10.84
H -15.85 5.37 4.18
H -18.74 6.22 12.66
H -13.18 4.29 8.85
H -15.26 6.51 11.99
H -15.80 -2.58 6.32
H -13.79 5.06 17.64
H -21.04 3.58 12.12
H -20.65 1.31 10.06
H -22.20 -3.96 10.43
H -19.24 -1.43 6.64
H -15.33 -2.93 14.39
H -12.57 1.85 12.09
H -16.88 0.19 7.04
H -19.16 7.29 6.49
H -14.23 4.42 11.42
H -19.14 4.53 14.16
H -20.14 1.64 8.35
H -10.90 2.01 11.59
H -14.07 3.73 15.28
H -19.54 0.30 14.57
H -17.55 2.06 11.38
H -9.64 -0.06 11.46
H -18.55 3.75 7.05
H -15.82 -2.01 8.02
H -13.18 0.15 7.34
H -13.26 5.15 14.59
H -10.59 1.09 7.70
H -14.73 -1.77 16.26
H -9.27 0.23 13.16
H -13.97 5.69 8.59
H -14.34 7.31 10.69
H -15.96 -2.52 16.87
H -15.01 4.40 9.02
H -15.76 6.33 10.39
H -18.18 4.77 11.99
H -18.96 1.87 14.44
H -11.45 2.14 13.28
H -16.09 0.41 10.26
H -11.38 5.04 16.12
H -23.36 6.39 11.71
H -21.01 2.11 14.17
H -14.61 6.48 6.50
H -12.78 -4.69 10.21
H -15.48 -0.28 13.30
H -21.07 7.33 10.60
H -23.21 6.84 7.72
H -12.58 3.59 14.48
H -21.22 -1.62 10.16
H -15.07 1.17 11.53
H -15.29 0.40 5.27
H -19.65 2.61 9.77
H -12.13 -2.34 12.63
H -11.93 -2.24 8.84
H -24.66 6.24 8.54
H -15.52 6.71 3.00
H -20.92 -4.86 8.62
H -17.24 4.68 6.36
H -23.18 5.18 8.35
H -10.88 -3.62 11.50
H -17.90 0.96 16.33
H -18.32 -2.86 8.10
H -9.78 -1.36 12.64
H -21.77 5.73 13.17
H -13.02 -3.03 10.68
H -14.72 0.21 14.79
H -12.82 6.15 6.36
H -14.84 2.80 4.75
H -19.60 -2.32 10.33
H -20.87 6.00 9.46
H -19.68 5.51 11.32
H -20.67 6.39 14.41
H -11.48 -5.12 12.28
H -20.60 -2.43 11.73
H -23.42 7.67 9.96
H -17.34 -1.20 15.24
H -12.88 2.66 17.52
H -22.48 2.51 8.79
H -14.02 4.89 6.00
H -20.61 -4.57 10.87
```

As for the LUMO energy: 0.3 eV. Its gap between HOMO and LUMO is 9.453 eV. The spin multiplicity is 1. The calculation puts the energy above the lowest of the compared OMol25 structures with the same formula, charge and spin at 205.5 kJ/mol. The value obtained for the calculated total energy is -2794.830417 Ha. The molecular weight comes out at 849.32 g mol⁻¹.

Entry 4:
# C4H5FS

C4H5FS in the gas phase (ωB97M-V with the def2-TZVPD basis set, the Open Molecules 2025 dataset).

The geometry in XYZ format:
```
11
C4H5FS ωB97M-V with the def2-TZVPD basis set
S 0.65 3.03 -0.56
F -0.03 -3.00 -0.29
C -0.62 -0.72 0.03
C -0.13 0.60 0.52
C 0.13 -1.78 0.28
C 0.23 1.43 -0.73
H 1.08 -1.68 0.85
H 0.01 1.07 -1.66
H 0.81 0.52 0.97
H -0.69 1.17 1.22
H -1.43 -0.62 -0.63
```

As for the LUMO energy (spin up / spin down): -0.6 / -0.6 eV. Its gap between HOMO and LUMO (spin up / spin down) is 8.356 / 8.355 eV. The spin multiplicity is 1. Its SMILES is F/C=C/CC=S. The calculation puts the energy above the lowest of the compared OMol25 structures with the same formula, charge and spin at 143.2 kJ/mol. The value obtained for the calculated total energy is -653.386391 Ha. The molecular weight comes out at 104.15 g mol⁻¹.